1.
The following is a DFT calculation (ωB97M-V/def2-TZVPD) of CH2N2 in the gas phase at a distorted geometry.

Structure (XYZ):
```
5
Properties=species:S:1:pos:R:3:forces:R:3
H 0.209 -0.037 1.012 -0.3 1.6 -2.6
C 0.156 0.390 -0.146 0.5 -3.0 4.4
H -0.409 -0.288 -0.712 -0.3 -1.2 -1.2
N 1.312 1.124 -0.627 -6.7 3.0 0.0
N 0.038 1.712 -0.508 6.8 -0.4 -0.6
```
Forces are in eV/Å.

Properties
- F_max (hartree/bohr) = 0.1439
- energy above the lowest of the compared OMol25 structures with the same formula, charge and spin (kcal/mol) = 75.5
- energy (eV) = -4045.7404
- gap between HOMO and LUMO (eV) = 10.13
- highest occupied orbital energy (eV) = -10.89

2.
The following is a DFT calculation (ωB97M-V/def2-TZVPD) of C5H6 in the gas phase at a distorted geometry.

Structure (XYZ):
```
11
Properties=species:S:1:pos:R:3:forces:R:3
H -0.526 3.104 -0.228 -0.4 1.1 -0.6
C -0.001 1.244 -0.318 -0.7 0.0 -0.5
C -0.205 2.362 -0.930 1.5 0.1 0.2
C 0.815 -0.963 0.802 -0.5 -2.5 2.0
H -0.360 -1.664 -0.931 0.0 -0.8 -1.1
H 0.445 2.438 -1.808 -0.8 0.9 -0.1
C 0.066 0.108 0.203 -0.7 -4.2 0.7
H 1.784 -1.415 0.457 -0.9 1.0 0.1
C -0.507 -1.472 0.090 3.4 4.2 0.2
H 0.715 -1.087 1.946 0.3 0.4 -1.8
H -1.358 -1.832 0.566 -1.2 -0.2 1.0
```
Forces are in eV/Å.

Properties
- F_max (hartree/bohr) = 0.1061
- energy above the lowest of the compared OMol25 structures with the same formula, charge and spin (kcal/mol) = 74.6
- energy (eV) = -5277.9633
- gap between HOMO and LUMO (eV) = 10.01
- highest occupied orbital energy (eV) = -8.89

3.
The following is a DFT calculation (ωB97M-V/def2-TZVPD) of a molecular structure, C45H46Br2CdN7O.

Structure (XYZ):
```
102
Properties=species:S:1:pos:R:3:forces:R:3
C -3.871 0.434 -2.120 -0.5 0.3 -0.6
C 1.560 -0.908 -0.302 0.4 -0.3 -0.1
N -2.912 1.528 -0.215 -0.1 0.1 0.5
C -4.758 0.565 -3.194 0.4 -0.7 0.3
H 0.547 -3.244 -2.307 0.0 -0.1 -0.1
C 1.225 -2.502 -1.900 0.1 -0.1 0.0
H 4.161 2.060 5.233 0.1 0.0 0.1
H 3.530 0.635 -3.699 0.0 0.1 0.0
H -1.256 2.268 3.229 0.0 0.1 0.0
H -1.858 -1.327 3.405 0.0 -0.2 -0.1
C 3.297 -1.303 -1.944 -0.3 0.0 0.1
N -1.579 -3.365 -0.578 0.1 -0.6 -0.1
C -0.778 1.356 -2.096 0.0 0.2 -0.3
C 4.597 1.641 2.520 -0.2 0.0 0.1
C 0.372 1.052 -0.120 0.0 0.6 -0.1
C -4.952 2.925 -2.953 -0.3 0.1 -0.4
H -0.906 -7.141 -0.551 0.0 -0.1 0.0
C -4.133 2.890 -1.811 0.1 -0.2 0.0
H 6.328 -1.873 -3.486 0.1 0.0 -0.1
H -2.647 -3.636 -2.313 0.0 0.0 0.0
H 3.363 0.228 -0.455 0.1 0.1 0.1
C 2.046 1.479 2.593 0.3 -0.4 -0.4
C 3.308 2.035 3.253 0.2 -0.1 0.2
C -2.094 -1.796 2.444 -0.4 -0.1 0.4
N -0.463 0.589 -1.058 0.4 0.4 0.0
C -3.636 1.631 -1.353 -0.3 0.2 -0.3
C 4.198 -0.196 -3.919 0.1 0.0 0.1
C 0.991 -0.010 0.803 -0.1 -0.1 -0.1
O -3.308 -0.702 -1.893 -0.4 0.0 -0.4
H 0.779 -2.820 1.180 -0.1 0.0 0.1
H 4.233 3.993 3.363 0.1 0.0 0.0
C -0.266 -2.983 1.444 0.4 -0.1 -0.1
H -5.266 -2.062 -0.625 0.0 0.2 -0.1
H -2.296 -2.858 2.612 0.1 0.1 0.0
H -1.744 0.589 1.689 -0.1 0.2 0.1
H 0.717 4.229 -1.212 0.1 0.1 0.0
H -2.242 -6.105 -2.383 -0.1 0.0 -0.1
Br -5.601 4.592 -3.624 0.0 -0.3 0.1
N -3.780 -1.805 0.751 -0.1 -0.2 0.4
C -0.859 -3.905 0.400 0.0 -0.2 0.1
H -6.065 0.681 2.577 -0.1 0.1 0.1
H 1.454 2.744 0.626 0.0 0.0 0.0
C 0.806 2.077 3.036 -0.4 0.0 0.2
C -5.857 -0.658 0.911 0.1 0.0 0.0
H -5.933 1.808 -4.481 -0.1 0.0 -0.1
C 0.804 2.373 -0.146 -0.1 -0.1 0.0
H 4.738 0.562 2.497 0.0 -0.1 0.0
H 5.084 0.188 -4.419 0.1 0.0 -0.1
N 0.765 -1.816 -0.860 0.2 0.1 0.3
H 2.780 -2.922 -3.282 0.0 -0.1 -0.2
H 4.863 -2.817 -3.677 0.0 -0.1 0.0
H -2.095 2.536 1.371 0.1 0.0 0.1
C -3.759 4.045 -1.095 0.1 0.0 0.3
H 5.003 0.971 -1.636 0.0 0.1 0.1
C 4.596 -0.925 -2.626 0.2 0.0 -0.2
H -6.835 -0.470 0.500 -0.1 0.0 -0.1
C -4.183 -0.340 2.587 0.1 -0.2 -0.1
H 2.777 3.960 2.373 0.0 0.1 -0.1
H 0.893 2.976 3.623 -0.1 0.1 0.1
C -5.293 1.771 -3.615 0.1 0.6 0.1
C -1.099 -6.079 -0.561 0.0 0.2 0.0
H 5.454 2.062 3.042 0.0 0.1 0.0
C 3.393 1.512 4.691 0.0 0.1 -0.1
C 2.476 -2.311 -2.449 -0.1 0.1 0.0
C -3.024 3.914 0.047 -0.2 0.0 -0.2
C 3.233 3.574 3.282 0.0 -0.2 0.0
H 5.674 -0.444 -0.800 0.0 0.0 0.2
C 2.116 0.533 1.639 0.0 0.2 0.3
N -0.954 -1.694 1.506 0.1 0.2 0.3
C 2.800 -0.595 -0.856 0.0 -0.2 0.0
H -4.070 5.018 -1.447 -0.1 0.0 0.0
H 3.685 -0.877 -4.595 -0.1 0.0 -0.1
C -0.357 2.669 -2.214 0.1 -0.1 0.1
C -0.066 -0.576 1.870 0.5 0.0 0.4
C 5.407 -2.172 -2.992 -0.1 0.1 0.1
H -0.017 -5.689 1.250 0.0 0.0 0.1
C -0.605 -5.271 0.448 -0.1 0.2 -0.1
C -3.392 -1.250 1.898 -0.3 0.1 0.4
N -0.921 0.494 2.273 -0.1 0.0 -0.2
Cd -1.828 -1.145 -0.553 0.6 0.0 -0.1
H 6.422 0.157 -2.272 0.1 0.0 -0.1
H -1.379 0.892 -2.869 -0.1 0.0 0.1
H -0.274 -3.480 2.423 0.0 0.1 -0.1
H -0.601 3.252 -3.086 -0.1 0.0 -0.1
C -1.844 -5.504 -1.581 0.0 0.0 0.1
H -3.832 0.097 3.508 0.1 0.1 0.1
H 4.599 2.028 1.502 0.0 0.0 -0.1
H 0.527 -0.864 2.757 -0.1 0.0 -0.3
C 0.404 3.198 -1.185 0.0 -0.2 -0.1
Br -5.139 -1.037 -4.135 -0.1 0.2 -0.1
C -2.065 -4.136 -1.545 -0.1 -0.4 -0.2
C -4.989 -1.537 0.280 -0.3 0.1 0.0
H 2.660 3.931 4.133 -0.1 0.1 0.0
H 3.651 0.455 4.696 0.0 -0.1 0.0
C -5.431 -0.028 2.069 0.1 -0.1 -0.1
C 5.470 -0.001 -1.772 -0.2 -0.2 -0.1
H 3.059 0.042 1.488 0.2 0.0 -0.1
H 5.666 -2.743 -2.104 0.0 -0.1 0.1
C -0.454 1.657 2.834 0.0 0.1 0.3
H 2.444 1.637 5.209 -0.1 0.0 0.1
C -2.656 2.627 0.455 0.0 -0.2 -0.1
H -2.731 4.763 0.645 0.0 0.1 0.0
```
Forces are in eV/Å.

Properties
- F_max (hartree/bohr) = 0.0171
- charge = +1
- energy above the lowest of the compared OMol25 structures with the same formula, charge and spin (kcal/mol) = 13.3
- energy (eV) = -204535.5220
- gap between HOMO and LUMO (eV) = 7.33
- highest occupied orbital energy (eV) = -9.48

4.
The following is a DFT calculation (ωB97M-V/def2-TZVPD) of 3 unconnected molecules or ions with the total composition C4H6N2O at a distorted geometry.

Structure (XYZ):
```
13
Properties=species:S:1:pos:R:3:forces:R:3
C 1.575 2.225 -0.912 0.6 0.0 -0.5
C -1.172 0.509 0.860 -0.7 0.4 -5.3
N 1.228 2.988 -1.686 -0.6 0.6 -0.2
H -0.548 0.970 2.640 0.8 0.7 1.1
H -1.705 -0.416 2.542 -1.1 -0.8 0.8
C 1.275 -1.587 -0.499 -0.2 2.0 2.8
N -1.086 0.488 -0.387 0.5 0.6 2.1
C -1.305 0.457 2.129 0.7 -0.1 0.6
O 2.046 -0.836 -1.052 -0.6 -1.3 0.6
H 2.109 1.483 -0.390 0.0 -0.6 0.6
H 0.462 -2.121 -0.926 -0.4 -0.9 -1.5
H 1.081 -1.642 0.691 1.2 0.2 -1.9
H -1.474 1.251 -0.974 -0.1 -0.8 0.8
```
Forces are in eV/Å.

Properties
- F_max (hartree/bohr) = 0.1050
- energy above the lowest of the compared OMol25 structures with the same formula, charge and spin (kcal/mol) = 101.4
- energy (eV) = -9269.1031
- gap between HOMO and LUMO (eV) = 10.12
- highest occupied orbital energy (eV) = -9.59

5.
The following is a DFT calculation (ωB97M-V/def2-TZVPD) of 4 unconnected molecules or ions with the total composition C37H77N5O5 at a distorted geometry.

Structure (XYZ):
```
124
Properties=species:S:1:pos:R:3:forces:R:3
N 6.078 -1.332 0.731 -0.3 -0.1 0.0
H -3.665 3.399 5.445 0.0 0.0 0.0
C -2.029 4.354 1.282 -0.2 0.2 0.0
H -7.940 -0.178 -4.023 0.1 0.7 -0.6
C -6.644 0.923 -5.502 0.4 -0.4 0.2
H 7.887 -2.431 7.475 0.1 -0.1 0.0
H -1.843 1.250 2.863 0.0 0.1 0.0
H 9.119 -2.883 6.286 0.0 0.0 0.0
H -1.108 4.717 0.815 0.1 -0.1 0.1
N -8.994 1.597 -4.713 1.1 0.1 0.6
H 4.251 -1.211 -0.279 0.1 0.1 0.1
H 11.776 -0.187 6.379 -0.2 0.0 0.2
H -0.844 1.712 -4.787 -0.2 -0.3 0.3
C -12.044 1.064 -3.404 0.4 -1.7 0.5
H -1.893 2.540 0.079 -0.1 0.0 0.0
H -2.271 4.480 5.353 0.0 -0.1 -0.1
C 5.224 -1.699 -0.394 0.0 -0.2 0.0
H -0.976 1.099 -1.941 0.5 -0.1 -0.8
H 5.210 0.553 0.974 0.0 -0.2 -0.1
C 10.962 -0.887 4.547 0.0 0.0 0.0
H 8.955 -1.615 9.114 0.1 -0.1 0.0
O -2.928 0.755 -5.069 -1.4 -0.7 0.9
H -1.806 -3.739 -3.576 -0.4 0.0 -0.8
H 9.000 -2.546 2.038 0.0 0.0 0.0
H -0.108 0.997 2.984 0.0 0.0 0.0
H -4.203 -3.558 -2.734 0.4 -0.6 -0.7
C -2.385 -3.501 -4.505 -0.3 1.2 -0.2
N 9.705 -0.196 6.593 -0.1 0.2 0.1
H 10.862 0.100 4.091 -0.1 0.0 0.0
H 0.220 3.449 2.274 -0.2 0.1 -0.1
H -8.630 1.363 -2.631 -0.8 0.2 -0.2
C -10.684 0.691 -3.029 -0.8 -1.4 0.6
O -12.240 2.286 -4.068 0.0 -0.9 0.2
H 7.968 -1.871 -0.073 0.1 -0.1 0.0
H -6.649 0.799 -6.620 0.1 0.2 1.1
H -9.800 2.688 -3.084 0.3 -1.1 -0.2
H -2.703 5.217 1.279 0.0 -0.1 0.2
C 8.226 -2.279 6.451 -0.2 -0.1 0.0
H 7.443 -2.673 5.798 0.0 0.0 0.0
H 7.377 1.852 0.487 0.0 0.0 0.0
C 1.545 0.533 -1.070 -0.1 0.2 -0.7
H -13.880 -1.688 -2.197 1.0 0.4 -0.1
H -3.663 4.536 3.301 0.1 0.0 -0.2
C 10.922 -0.797 6.067 0.0 -0.1 -0.1
H 5.145 -1.971 -2.533 0.0 0.0 0.1
N -1.753 4.004 2.669 0.2 0.3 -0.2
H 5.668 -0.366 -2.065 0.1 0.0 0.0
C -10.478 -0.592 -2.340 -2.4 0.4 -0.5
H 11.919 -1.308 4.231 0.0 0.0 0.0
C -5.425 0.076 -4.912 0.8 0.5 -1.6
H -11.458 -2.429 -1.520 -0.1 0.9 -0.5
H -2.517 0.175 -3.072 0.4 0.1 -0.7
C -9.482 1.632 -3.312 -0.5 0.2 0.4
H 8.911 0.681 8.315 -0.1 -0.1 -0.1
C -2.953 3.714 3.439 0.0 -0.1 0.1
H 8.036 0.379 -0.213 0.0 0.0 0.0
C -13.170 0.196 -3.099 1.4 -0.4 0.6
H -6.404 1.998 -5.307 -0.6 -0.8 0.1
H -0.806 1.434 1.438 -0.1 -0.1 0.1
C -2.839 -1.994 -4.482 0.1 -0.2 -0.8
H 1.940 1.662 -2.902 -1.0 -0.6 -0.1
H 6.785 -1.737 -1.938 0.0 0.0 0.0
H -8.531 -0.200 -5.717 0.6 0.4 0.8
C 8.114 -1.908 2.062 0.0 0.1 0.0
C 7.107 0.900 0.022 0.0 0.2 0.0
H -3.390 -1.809 -5.443 0.3 -0.3 0.9
H -6.298 -3.602 -3.945 0.5 -0.8 0.1
H 7.067 -3.163 0.706 -0.2 0.1 -0.1
C -2.026 0.191 -4.079 1.5 -0.2 -1.2
H 7.616 -0.219 6.551 0.2 0.1 0.1
H -5.081 -0.588 -5.746 -0.3 0.2 1.1
H 10.179 -1.537 4.153 0.0 0.0 0.0
C -4.203 1.001 -4.526 -0.7 0.0 0.3
H 8.372 -0.654 5.063 0.1 0.0 0.0
H -3.521 -1.733 -3.623 0.6 -0.4 -0.6
H 10.214 -0.746 9.966 0.0 0.0 -0.1
H -9.466 -0.941 -2.016 -1.0 0.6 -0.4
C -12.982 -1.072 -2.408 2.0 1.6 -0.8
C -2.639 3.272 0.390 0.0 0.0 -0.4
C 9.781 0.086 8.022 0.1 0.1 0.0
H -0.240 2.505 -2.796 -0.3 -1.0 0.2
H -3.468 2.747 0.868 0.0 0.0 0.0
H 5.010 -2.771 -0.317 0.1 0.0 0.1
H 7.524 -2.184 2.940 0.0 0.1 0.0
H 11.090 -1.803 6.478 0.1 -0.1 0.0
C -2.713 3.573 4.937 0.1 0.0 0.0
H -5.835 -5.183 -4.745 -0.3 0.5 1.0
H -1.763 -3.621 -5.435 -0.5 -0.1 1.1
H -3.456 2.805 3.082 -0.1 0.0 0.0
H -0.302 3.150 3.889 -0.2 0.0 0.0
H 6.597 1.140 -0.911 0.1 -0.1 0.0
C 8.453 -0.796 6.145 0.0 0.0 -0.3
H -12.440 2.113 -5.005 0.2 0.0 0.5
C -4.276 -4.441 -3.419 -1.8 -0.2 0.3
C 6.207 0.101 0.968 0.1 0.1 0.2
H 10.652 -1.830 8.651 0.0 0.0 0.0
H -5.697 -0.518 -4.008 0.2 0.5 -0.7
C -8.045 0.461 -4.940 -0.4 -0.4 -0.9
H 1.513 -0.583 -0.977 0.2 1.0 0.3
C 1.196 0.879 -2.594 0.2 0.0 1.2
O -3.565 -4.303 -4.649 0.6 0.4 0.9
C -0.638 3.087 2.850 0.1 -0.1 0.3
C -0.876 1.613 2.510 0.2 -0.2 0.0
C -11.621 -1.466 -2.050 -0.4 1.6 -0.7
H 8.461 -0.880 2.182 0.0 0.0 0.0
N -0.783 0.943 -4.126 -1.4 -0.1 1.2
H 6.569 0.248 1.990 0.0 -0.1 0.0
O -1.686 -1.140 -4.485 -1.1 0.5 0.8
H -2.065 2.727 5.172 0.0 0.0 0.0
C -0.308 1.379 -2.792 2.0 0.9 -0.6
C 5.749 -1.421 -1.805 -0.2 0.0 -0.2
H -3.948 -5.343 -2.839 0.0 0.6 -0.6
H -14.196 0.524 -3.380 0.9 -0.2 0.2
H -8.394 2.427 -4.793 -0.6 -0.2 -0.1
H 10.640 0.745 8.188 0.0 -0.1 -0.2
H -3.029 3.730 -0.525 0.0 0.0 0.1
O -4.366 1.892 -3.737 0.3 -0.3 -0.4
C 9.907 -1.104 8.979 -0.1 0.0 0.3
C -5.812 -4.599 -3.783 0.8 -0.2 0.0
H 1.401 -0.029 -3.218 -0.4 0.9 0.5
C 7.314 -2.099 0.780 0.1 0.1 0.1
H -6.360 -5.137 -2.960 0.5 0.5 -0.9
H 2.553 0.949 -0.796 -0.9 -0.7 -0.2
H 0.814 0.998 -0.359 0.5 -0.5 -0.6
```
Forces are in eV/Å.

Properties
- F_max (hartree/bohr) = 0.0520
- energy (eV) = -57301.4148
- gap between HOMO and LUMO (eV) = 8.60
- highest occupied orbital energy (eV) = -8.12